No. 1
The following is a quantum chemistry calculation of an isolated molecule of C3H7NO2, from the OMol25 dataset.

The SMILES is [H]/N=C(/CC)OO. Its total charge is 0.

Each line ends with the Mulliken charge.
CARTESIAN COORDINATES (ANGSTROEM)
H: 0.996 1.867 -1.969  0.29
N: 0.234 1.190 -1.886  -0.59
C: 0.201 0.667 -0.743  0.40
C: -0.834 -0.112 -0.058  -0.21
C: -0.510 -1.597 -0.022  -1.04
O: 0.933 1.364 0.439  -0.33
O: 1.451 0.680 1.606  -0.30
H: -1.806 0.087 -0.520  0.28
H: -0.754 0.387 0.979  0.24
H: 0.371 -1.808 0.589  0.29
H: -0.303 -1.984 -1.024  0.32
H: -1.353 -2.163 0.384  0.31
H: 1.373 1.424 2.226  0.33

Cartesian forces (eV/Å) of the 3 atoms listed first:
-0.049 -0.067 -0.021
0.812 -0.721 1.431
0.075 2.201 1.834

---

No. 2
The following is a quantum chemistry calculation of an isolated molecule of CH3OP, from the OMol25 dataset.

The SMILES is C=PO. Its total charge is 0.

Each line ends with the Mulliken charge.
CARTESIAN COORDINATES (ANGSTROEM)
C: 0.885 -0.658 -0.040  -0.52
P: -0.856 -0.661 -0.050  0.22
O: -1.533 0.850 0.061  -0.50
H: 1.289 0.344 0.082  0.23
H: 1.385 -1.660 0.156  0.25
H: -1.170 1.785 -0.210  0.34

Cartesian forces (eV/Å) of the 3 atoms listed first:
-3.418 -0.368 0.700
2.327 0.160 0.071
1.187 1.932 -0.900

---

No. 3
The following is a quantum chemistry calculation of a structure of composition C6H11O2P, from the OMol25 dataset.

Its total charge is 0.

Each line ends with the Mulliken charge.
CARTESIAN COORDINATES (ANGSTROEM)
C: -0.321 1.407 -0.059  -0.97
C: -0.821 0.660 0.881  1.08
C: -0.076 -0.558 1.339  -0.63
C: 1.456 -0.591 1.140  -0.72
C: -2.247 0.628 1.280  -1.48
C: 0.639 -0.618 -2.730  -0.63
O: 2.850 0.959 -0.967  -0.68
O: 1.075 -0.958 -1.434  -0.28
P: 1.636 0.292 -0.484  0.70
H: -0.522 2.350 -0.430  0.51
H: -0.314 -0.589 2.551  0.32
H: -0.594 -1.490 1.044  0.30
H: 2.154 -0.167 1.902  0.39
H: 1.814 -1.658 1.088  0.33
H: -2.783 1.601 1.131  0.37
H: -2.465 0.311 2.312  0.35
H: -2.955 0.079 0.553  0.25
H: 1.419 0.013 -3.188  0.31
H: -0.421 -0.193 -2.527  0.24
H: 0.478 -1.477 -3.406  0.23

Cartesian forces (eV/Å) of the 3 atoms listed first:
4.789 -2.221 -0.303
-0.883 -1.628 -0.533
-0.253 -0.766 4.618

---

HOMO energy? In order: -0.36373; -0.33408; -0.33768 Eh.
ΔE to the lowest compared entry with this formula, charge and spin? In order: 117.1; 17.8; 22.8 kcal per mole.